[1]
{
  "formula": "C42H35Br2GeN2O7Ta",
  "method": "ωB97M-V/def2-TZVPD",
  "homo_lumo_gap_ev": 6.99,
  "relative_energy_ev": 0.7733,
  "max_force_ha_per_bohr": 0.014,
  "elements": ["Ta", "O", "C", "O", "C", "C", "C", "C", "C", "O", "C", "C", "O", "O", "H", "H", "H", "H", "H", "H", "H", "H", "O", "C", "C", "C", "C", "C", "C", "N", "H", "H", "H", "H", "H", "H", "H", "Br", "C", "C", "C", "Br", "C", "C", "C", "C", "N", "C", "C", "O", "H", "H", "H", "H", "C", "Ge", "C", "C", "C", "C", "C", "C", "C", "C", "C", "C", "C", "C", "C", "C", "C", "C", "C", "C", "H", "H", "H", "H", "H", "H", "H", "H", "H", "H", "H", "H", "H", "H", "H", "H"],
  "xyz": [[-0.3742, 0.8128, -0.9016], [2.4308, -0.2125, -3.5052], [1.3875, -0.4092, -2.9508], [1.1861, -0.1381, -1.6547], [0.1864, -1.0896, -3.6070], [-0.5971, -1.8868, -2.5554], [-1.6479, -2.7879, -3.1909], [-2.7394, -1.7780, -3.6235], [-2.1101, -0.4491, -3.2388], [-1.4285, -0.8132, -1.9805], [-0.9106, -0.1047, -4.1454], [-0.6396, 1.4031, -3.9804], [-1.0737, 2.1762, -4.8082], [-0.0273, 1.7215, -2.8890], [0.5591, -1.7254, -4.4075], [-0.0086, -2.3328, -1.7584], [-2.0271, -3.5013, -2.4607], [-1.2254, -3.3490, -4.0231], [-3.6648, -1.9346, -3.0710], [-2.9635, -1.8111, -4.6881], [-2.7902, 0.3736, -3.0362], [-1.1493, -0.3005, -5.1874], [-2.2419, 2.4928, 1.7166], [-3.5306, 2.0338, 1.3200], [-3.5255, 0.5292, 1.3515], [-4.3722, -0.1368, 2.2301], [-4.3605, -1.5203, 2.2781], [-3.4789, -2.1965, 1.4537], [-2.6599, -1.4548, 0.6192], [-2.6833, -0.1253, 0.5442], [-2.1958, 3.4391, 1.5472], [-3.7758, 2.3704, 0.3117], [-4.2969, 2.3992, 2.0091], [-5.0255, 0.4365, 2.8739], [-5.0135, -2.0555, 2.9551], [-3.4075, -3.2757, 1.4566], [-1.9366, -1.9567, -0.0095], [-4.4575, 3.4387, -2.4477], [-2.8134, 4.1227, -1.8470], [-2.5612, 5.5071, -1.9303], [-1.3764, 6.0318, -1.5059], [-1.0986, 7.9003, -1.6205], [-0.3589, 5.1929, -0.9837], [0.9058, 5.6067, -0.5146], [1.7882, 4.6804, -0.0283], [1.4334, 3.3253, -0.0123], [0.2695, 2.9085, -0.4649], [-0.6317, 3.8172, -0.9308], [-1.8716, 3.2570, -1.3489], [-2.0398, 1.9610, -1.1834], [-3.3268, 6.1527, -2.3367], [1.1623, 6.6571, -0.5412], [2.7604, 4.9695, 0.3436], [2.1052, 2.5665, 0.3688], [0.1951, 0.1868, 0.8630], [1.6074, -0.9484, 1.4857], [3.4559, -0.4236, 1.0743], [4.4675, -0.9117, 1.9062], [5.8021, -0.6186, 1.6619], [6.1516, 0.1709, 0.5742], [5.1607, 0.6616, -0.2618], [3.8251, 0.3675, -0.0121], [1.4422, -1.1758, 3.4258], [1.7696, -2.3842, 4.0429], [1.6626, -2.5386, 5.4183], [1.2186, -1.4817, 6.2022], [0.8794, -0.2768, 5.6032], [0.9891, -0.1296, 4.2261], [1.3387, -2.7063, 0.6378], [0.2450, -3.5062, 0.9705], [-0.0317, -4.6709, 0.2658], [0.7885, -5.0579, -0.7878], [1.8875, -4.2789, -1.1243], [2.1575, -3.1131, -0.4154], [-0.4781, 0.5238, 1.6588], [4.2178, -1.5181, 2.7689], [6.5687, -1.0057, 2.3217], [7.1920, 0.3974, 0.3777], [5.4213, 1.2635, -1.1237], [3.0736, 0.7243, -0.7033], [2.1022, -3.2257, 3.4436], [1.9232, -3.4840, 5.8778], [1.1336, -1.5989, 7.2751], [0.5269, 0.5495, 6.2080], [0.7161, 0.8169, 3.7710], [-0.4042, -3.2155, 1.7912], [-0.8823, -5.2835, 0.5415], [0.5757, -5.9666, -1.3370], [2.5347, -4.5766, -1.9401], [3.0090, -2.5036, -0.6980]],
  "forces_ev_per_angstrom": [[-0.316, 0.066, 0.617], [-0.002, -0.032, -0.090], [0.008, -0.045, 0.048], [0.022, -0.030, 0.053], [-0.039, -0.071, -0.012], [-0.021, 0.059, -0.021], [0.002, 0.001, 0.011], [-0.008, 0.000, -0.012], [0.097, -0.029, 0.016], [-0.014, 0.021, -0.069], [-0.009, 0.060, 0.124], [-0.046, -0.195, -0.186], [0.015, 0.044, -0.091], [0.019, 0.007, 0.160], [0.050, 0.014, 0.009], [0.025, 0.009, -0.016], [-0.004, -0.002, -0.005], [0.000, 0.003, -0.003], [-0.001, -0.001, 0.000], [-0.001, 0.000, 0.002], [-0.011, 0.006, -0.010], [0.005, 0.035, -0.021], [-0.008, -0.014, -0.006], [0.024, -0.010, -0.027], [-0.015, 0.015, 0.035], [-0.010, -0.042, -0.011], [0.005, 0.028, -0.007], [0.003, 0.021, -0.005], [-0.026, -0.051, -0.002], [0.091, -0.026, -0.008], [0.004, 0.018, -0.004], [-0.009, 0.015, 0.001], [-0.005, -0.008, 0.011], [0.000, -0.003, 0.002], [0.000, 0.003, 0.003], [-0.007, 0.003, 0.010], [0.001, 0.014, -0.001], [-0.066, -0.023, -0.025], [0.088, -0.019, 0.019], [-0.015, 0.045, -0.009], [-0.032, 0.021, -0.014], [0.002, -0.022, 0.001], [0.020, -0.075, 0.014], [0.015, -0.007, 0.011], [0.024, 0.076, 0.006], [-0.048, -0.103, -0.041], [0.092, -0.064, 0.006], [-0.017, 0.049, -0.047], [-0.019, 0.025, 0.002], [-0.006, 0.087, -0.065], [0.003, 0.002, 0.003], [0.009, -0.001, 0.005], [-0.006, 0.020, -0.005], [-0.001, -0.004, 0.007], [-0.039, 0.171, -0.370], [0.091, -0.077, -0.086], [0.011, -0.011, 0.181], [0.027, 0.093, -0.016], [-0.007, 0.014, -0.027], [-0.005, -0.017, 0.034], [-0.032, 0.014, -0.012], [-0.003, -0.031, -0.042], [0.014, -0.153, -0.053], [-0.012, -0.003, -0.008], [-0.018, 0.037, 0.044], [0.011, -0.032, -0.033], [-0.006, 0.013, -0.031], [0.020, 0.032, 0.028], [0.053, 0.092, -0.069], [-0.018, 0.001, -0.002], [-0.003, -0.014, -0.010], [-0.001, 0.023, 0.012], [-0.011, 0.003, 0.005], [0.000, -0.013, 0.008], [0.052, -0.022, 0.065], [-0.041, -0.029, 0.020], [0.001, -0.001, -0.002], [0.000, 0.000, 0.002], [0.006, -0.001, 0.003], [0.019, 0.002, 0.000], [0.018, 0.020, -0.017], [-0.004, 0.001, 0.005], [-0.001, 0.001, 0.000], [0.001, 0.000, 0.003], [-0.011, 0.002, 0.001], [0.008, 0.005, 0.003], [0.000, 0.000, 0.002], [0.001, -0.004, 0.000], [0.005, 0.001, -0.002], [0.013, -0.006, 0.002]],
  "lowdin_charge": [1.8183, 0.1417, -0.5270, -0.2434, -0.0768, -0.2150, -0.0760, -0.0770, -0.2025, -0.2297, -0.0741, -0.5859, 0.0847, -0.1335, 0.1617, 0.1311, 0.1147, 0.1246, 0.1202, 0.1241, 0.1520, 0.1570, -0.0527, -0.1853, -0.2348, -0.0109, -0.0526, -0.0481, -0.1313, 0.0841, 0.0900, 0.0845, 0.1198, 0.1134, 0.1100, 0.1058, 0.0878, 0.8219, -0.5888, -0.1484, -0.6177, 0.7870, -0.1733, -0.0007, -0.0144, -0.0619, 0.0037, -0.1501, -0.4062, -0.2594, 0.0999, 0.0883, 0.1147, 0.1086, -0.4000, 0.9207, -0.2667, -0.1045, -0.0894, -0.0943, -0.0804, -0.1180, -0.2787, -0.1203, -0.0912, -0.0967, -0.0911, -0.1086, -0.2708, -0.1262, -0.0962, -0.1000, -0.0889, -0.1060, -0.0266, 0.0912, 0.0999, 0.0993, 0.1046, 0.0694, 0.0992, 0.0999, 0.0988, 0.0995, 0.0934, 0.0992, 0.0991, 0.0998, 0.1045, 0.1041]
}


[2]
{
  "formula": "C42H35F10N2PRuSi",
  "method": "ωB97M-V/def2-TZVPD",
  "homo_lumo_gap_ev": [7.21, 6.43],
  "spin_multiplicity": 5,
  "total_charge": 2,
  "relative_energy_ev": 0.7593,
  "max_force_ha_per_bohr": 0.033,
  "s2": 6.083,
  "elements": ["Ru", "C", "Si", "C", "C", "N", "C", "C", "C", "C", "C", "C", "F", "H", "H", "H", "H", "H", "H", "H", "H", "H", "H", "H", "H", "H", "F", "C", "F", "F", "C", "C", "C", "C", "C", "C", "P", "C", "C", "C", "C", "C", "C", "C", "F", "F", "F", "C", "C", "C", "C", "C", "C", "C", "F", "F", "F", "H", "H", "H", "H", "H", "H", "H", "H", "H", "H", "H", "H", "C", "C", "C", "C", "C", "C", "N", "C", "C", "C", "C", "C", "C", "H", "H", "H", "H", "H", "H", "H", "H", "H", "H"],
  "xyz": [[0.6973, -0.2375, 0.8538], [-0.4218, 2.1468, 5.0196], [0.0239, 1.8930, 3.1928], [1.9189, 2.1549, 3.0070], [-0.8176, 3.1597, 2.0358], [-0.3325, 0.2727, 2.5300], [-0.9944, -0.6789, 3.2148], [-1.9461, -0.4155, 4.2315], [-2.4282, -1.4216, 5.0383], [-2.0317, -2.7441, 4.8564], [-1.1744, -3.0632, 3.8058], [-0.7151, -2.0520, 3.0022], [0.1364, -2.3484, 1.9454], [0.2634, 2.8753, 5.4417], [-0.3457, 1.2497, 5.6262], [-1.4199, 2.5556, 5.1477], [2.1272, 3.1840, 3.2900], [2.2970, 2.0353, 1.9877], [2.4963, 1.5235, 3.6788], [-1.0182, 4.0649, 2.5995], [-1.7663, 2.8009, 1.6510], [-0.1869, 3.4449, 1.1960], [-2.3034, 0.5939, 4.3431], [-3.1140, -1.1765, 5.8351], [-2.3840, -3.5280, 5.5083], [-0.8658, -4.0793, 3.6164], [-6.9355, 3.0679, -2.6691], [-6.0901, 2.3662, -3.4218], [-5.8404, 3.0744, -4.5303], [-6.7225, 1.2501, -3.8036], [-4.8058, 2.0292, -2.6948], [-4.4584, 2.6699, -1.5165], [-3.2844, 2.3171, -0.8647], [-2.4775, 1.3155, -1.3830], [-2.8351, 0.6781, -2.5740], [-3.9895, 1.0431, -3.2355], [-0.8714, 0.7497, -0.7086], [-1.2113, -1.0852, -0.7452], [-2.2227, -1.3460, 0.2035], [-2.5684, -2.6333, 0.5533], [-1.8985, -3.6951, -0.0485], [-0.9505, -3.4656, -1.0358], [-0.5991, -2.1683, -1.3854], [-2.1072, -5.0906, 0.4859], [-1.2102, -5.3032, 1.4813], [-3.3118, -5.2584, 1.0256], [-1.9074, -6.0430, -0.4159], [0.2917, 1.6504, -1.8006], [0.0714, 2.0734, -3.1094], [1.0029, 2.8873, -3.7341], [2.1457, 3.2855, -3.0532], [2.3570, 2.9084, -1.7329], [1.4219, 2.1075, -1.1155], [3.1977, 4.1423, -3.7231], [2.7499, 4.7565, -4.8127], [3.6698, 5.0747, -2.8908], [4.2441, 3.3729, -4.0836], [-5.1106, 3.4243, -1.1003], [-3.0235, 2.8294, 0.0473], [-2.2196, -0.1151, -2.9738], [-4.2784, 0.5520, -4.1515], [-2.7342, -0.5101, 0.6697], [-3.3212, -2.8228, 1.3050], [-0.4756, -4.3074, -1.5198], [0.1364, -2.0337, -2.1640], [-0.8173, 1.7806, -3.6467], [0.8313, 3.2362, -4.7422], [3.2224, 3.2705, -1.1993], [1.5414, 1.8409, -0.0580], [3.2803, -3.2411, 2.6856], [3.1176, -3.8008, 1.4171], [2.8236, -3.0129, 0.3281], [2.6531, -1.6222, 0.4955], [2.8364, -1.0484, 1.7878], [3.1663, -1.8751, 2.8642], [2.1978, -0.8156, -0.5211], [2.8202, -0.7644, -1.7239], [2.1276, -0.4942, -2.9252], [2.7960, -0.3979, -4.1227], [4.1820, -0.5376, -4.1688], [4.8843, -0.8135, -2.9982], [4.2268, -0.9451, -1.7974], [3.5426, -3.8725, 3.5201], [3.2272, -4.8672, 1.2971], [2.7034, -3.4374, -0.6582], [2.9993, 0.0299, 1.8715], [3.3769, -1.4436, 3.8325], [1.0551, -0.3951, -2.9039], [2.2420, -0.2435, -5.0370], [4.7050, -0.4413, -5.1076], [5.9580, -0.9223, -3.0329], [4.7786, -1.1244, -0.8852]],
  "forces_ev_per_angstrom": [[-0.215, 0.238, -0.256], [0.047, -0.182, -0.671], [0.564, 1.574, -0.112], [-0.783, -0.341, -0.001], [0.311, -0.530, 0.575], [-0.074, -0.483, 0.151], [-0.003, -0.332, 0.101], [-0.094, -0.183, 0.145], [-0.149, 0.290, 0.055], [0.228, 0.076, -0.251], [0.222, 0.008, -0.315], [0.393, -0.287, -0.428], [-0.655, 0.103, 0.898], [0.211, 0.168, -0.037], [0.073, -0.153, 0.033], [-0.194, 0.012, -0.035], [-0.055, 0.208, 0.044], [-0.044, 0.023, 0.040], [0.054, -0.135, 0.050], [-0.048, 0.214, 0.139], [-0.163, -0.110, 0.027], [0.110, -0.092, -0.093], [-0.003, 0.111, 0.151], [-0.114, 0.017, -0.006], [-0.070, -0.024, 0.057], [0.023, -0.078, -0.049], [0.044, 0.132, 0.191], [-0.070, -0.015, -0.124], [0.124, 0.093, -0.041], [0.006, -0.185, -0.003], [-0.091, 0.048, 0.088], [-0.104, -0.098, -0.166], [0.097, 0.019, 0.070], [-0.056, 0.012, 0.388], [-0.086, 0.004, 0.059], [-0.048, 0.087, 0.095], [0.335, -0.248, -0.695], [0.048, 0.043, -0.042], [0.050, 0.054, -0.153], [0.139, -0.125, -0.171], [0.023, 0.074, -0.066], [-0.136, -0.083, 0.176], [-0.095, 0.122, 0.004], [0.135, -0.064, 0.224], [0.149, 0.004, 0.077], [-0.229, 0.077, -0.060], [-0.016, 0.024, -0.270], [-0.132, -0.047, 0.398], [0.023, -0.029, 0.084], [0.096, 0.059, 0.016], [-0.009, 0.089, 0.046], [-0.005, 0.089, -0.180], [-0.171, -0.155, 0.176], [0.208, -0.063, 0.003], [-0.175, -0.041, -0.126], [-0.036, 0.048, 0.148], [-0.033, -0.070, -0.038], [0.016, 0.035, 0.005], [0.053, 0.036, 0.076], [0.001, -0.097, -0.069], [-0.001, -0.082, -0.095], [-0.024, -0.035, 0.071], [-0.079, 0.033, -0.009], [0.048, -0.011, -0.044], [0.052, 0.083, 0.063], [-0.083, -0.002, -0.029], [0.009, -0.030, -0.058], [0.090, 0.010, 0.054], [0.086, 0.222, -0.329], [-0.018, 0.439, 0.155], [-0.082, 0.091, -0.148], [-0.163, 0.198, 0.032], [0.903, -0.512, 1.112], [0.092, 0.270, -0.771], [-0.101, -0.412, 0.164], [-0.464, 0.301, -0.521], [0.203, -0.039, -0.068], [-0.188, 0.067, -0.100], [-0.107, -0.091, 0.084], [-0.049, -0.033, 0.116], [0.141, -0.034, 0.099], [0.020, -0.047, 0.026], [0.013, -0.054, 0.076], [0.051, -0.108, -0.091], [-0.040, -0.052, -0.059], [-0.100, -0.226, -0.013], [-0.014, 0.074, 0.024], [0.047, -0.008, -0.023], [-0.048, 0.092, -0.027], [0.054, 0.001, -0.062], [0.066, 0.003, 0.022], [0.056, -0.046, 0.016]],
  "lowdin_charge": [1.1157, -0.1547, 0.5266, -0.1659, -0.1544, -0.1303, -0.2960, -0.0118, -0.0310, -0.0045, 0.0197, -0.1762, 0.0068, 0.0447, 0.0375, 0.0411, 0.0486, -0.0060, 0.0346, 0.0427, -0.0046, 0.0249, 0.1059, 0.1257, 0.1285, 0.1260, 0.1642, -0.5993, 0.1659, 0.1592, -0.0841, 0.0254, -0.0439, -0.3396, -0.0878, 0.0235, 1.0736, -0.3831, -0.1060, 0.0065, -0.0910, 0.0189, -0.0604, -0.5907, 0.1307, 0.1700, 0.1788, -0.3622, -0.0474, 0.0274, -0.0823, 0.0215, -0.1351, -0.5951, 0.1724, 0.1636, 0.1499, 0.1334, 0.0890, 0.1134, 0.1376, 0.1151, 0.1386, 0.1355, 0.0925, 0.1088, 0.1357, 0.1367, 0.0472, -0.0389, -0.0258, -0.0005, -0.3585, -0.1005, -0.0478, 0.0120, -0.2551, -0.0237, -0.0321, -0.0126, -0.0320, 0.0245, 0.1211, 0.1249, 0.1299, 0.0901, 0.1215, 0.0822, 0.1239, 0.1252, 0.1234, 0.1281]
}


What is the formula in the first record? C42H35Br2GeN2O7Ta